DFT (ωB97M-V/def2-TZVPD) results for C27H21N13OSW as an isolated structure.

Results
- orbital gap (spin up / spin down) (eV) = 6.02 / 5.36
- expectation value of S² = 0.864
- molecular weight (g/mol) = 759.46
- net charge = -1
- 2S+1 = 2
- total energy (eV) = -62421.376
- E_HOMO (spin up / spin down) (eV) = -3.90 / -3.24

Cartesian coordinates (Å):
W  0.1394  -0.1790  0.0146
O  -3.6522  0.8670  -1.1980
C  -2.4945  0.4892  -1.0961
N  -1.8566  0.1685  0.0526
C  -2.5362  0.4389  1.2968
C  -1.5654  0.3071  2.4412
C  -1.9527  0.5966  3.7381
C  -1.0303  0.5310  4.7663
C  0.2697  0.1596  4.4643
C  0.5882  -0.1359  3.1569
N  -0.2999  -0.0639  2.1494
C  -1.6164  0.3090  -2.3083
C  -2.1385  0.4581  -3.5755
C  -1.3213  0.2310  -4.6699
C  -0.0076  -0.1462  -4.4440
C  0.4532  -0.2743  -3.1465
N  -0.3319  -0.0440  -2.0834
H  -3.3813  -0.2423  1.4490
H  -2.9477  1.4539  1.2902
H  -2.9750  0.9003  3.9227
H  -1.3152  0.7782  5.7803
H  1.0381  0.1118  5.2224
H  1.5901  -0.4326  2.8824
H  -3.1765  0.7471  -3.6608
H  -1.7019  0.3380  -5.6774
H  0.6705  -0.3513  -5.2608
H  1.4635  -0.5911  -2.9273
N  3.5112  1.1823  1.2563
C  3.4252  0.2682  0.2268
N  4.5262  -0.2439  -0.2932
N  4.0835  -1.1232  -1.2077
N  2.8002  -1.1373  -1.2365
N  2.3273  -0.2555  -0.3123
C  2.5800  1.9920  1.8380
N  2.8464  2.5976  2.9786
N  1.7553  3.3460  3.2453
N  0.8763  3.2393  2.3340
N  1.3747  2.3803  1.3872
H  4.4289  1.2576  1.6635
S  -0.4585  3.0814  -0.3387
C  0.5403  1.9298  0.2877
C  1.1678  -4.5753  3.3647
C  -0.0179  -4.8005  2.6730
C  -0.3309  -4.0486  1.5535
C  0.5302  -3.0426  1.0998
C  1.7299  -2.8470  1.7818
C  2.0397  -3.5989  2.9079
N  0.1786  -2.2469  -0.0143
C  -0.0531  -2.9980  -1.1966
C  -1.2897  -2.9298  -1.8367
C  -1.5142  -3.6043  -3.0275
C  -0.5083  -4.3788  -3.5902
C  0.7188  -4.4735  -2.9442
C  0.9472  -3.7919  -1.7591
H  1.4106  -5.1620  4.2417
H  -0.7061  -5.5653  3.0134
H  -1.2559  -4.2209  1.0159
H  2.4286  -2.1121  1.4011
H  2.9791  -3.4272  3.4203
H  -2.0698  -2.3294  -1.3831
H  -2.4790  -3.5257  -3.5147
H  -0.6774  -4.9046  -4.5218
H  1.5122  -5.0714  -3.3768
H  1.9134  -3.8355  -1.2733

Atoms 1-2, force components in eV/Å:
-0.02 0.14 -0.03
-0.02 -0.01 0.01

natural (NBO) population analysis, charges in e, atoms 1 to 4: 1.41 -0.63 0.67 -0.68